DFT (ωB97M-V/def2-TZVPD) results for C28H24IrN6O as an isolated structure.

Values from the calculation:
gap between HOMO and LUMO: 4.6 eV
HOMO level: -15.88 eV

The geometry in ORCA input format:
```
! wB97M-V def2-TZVPD RIJCOSX def2/J DEFGRID3
* xyz 3 1
Ir 1.099 -1.618 2.066
C 3.499 -2.858 -1.352
C 3.516 -1.681 -2.078
C 2.809 -0.573 -1.607
C 2.114 -0.679 -0.425
N 2.102 -1.845 0.287
C 2.775 -2.905 -0.171
C 1.380 0.450 0.196
C 1.093 1.685 -0.349
C 0.378 2.598 0.425
C -0.040 2.297 1.716
C 0.246 1.045 2.230
N 0.931 0.190 1.446
C -0.081 0.503 3.571
C -0.627 1.258 4.583
C -0.813 0.678 5.839
C -0.436 -0.637 6.040
C 0.099 -1.349 4.977
N 0.269 -0.801 3.772
H 4.038 -3.735 -1.681
H 4.076 -1.614 -3.001
H 2.810 0.357 -2.158
H 2.729 -3.808 0.426
H 1.386 1.938 -1.362
H 0.134 3.563 0.001
H -0.592 3.023 2.296
H -0.895 2.292 4.416
H -1.238 1.259 6.647
H -0.549 -1.118 7.001
H 0.403 -2.382 5.092
C 1.542 3.823 -4.664
C 0.674 2.816 -3.964
C 0.873 1.445 -4.132
C 0.031 0.517 -3.537
C -1.046 0.940 -2.763
N -1.882 -0.072 -2.208
C -2.786 0.075 -1.207
O -3.092 1.088 -0.637
N -3.325 -1.212 -0.812
C -2.628 -1.931 0.126
C -3.194 -3.036 0.785
C -2.480 -3.693 1.763
C -1.213 -3.249 2.111
N -0.672 -2.213 1.457
C -1.328 -1.569 0.481
C -1.276 2.302 -2.593
C -0.412 3.216 -3.186
H 2.539 3.430 -4.861
H 1.641 4.740 -4.084
H 1.101 4.091 -5.625
H 1.675 1.100 -4.775
H 0.183 -0.543 -3.717
H -1.912 -0.952 -2.702
H -4.327 -1.185 -0.664
H -4.193 -3.363 0.526
H -2.900 -4.543 2.282
H -0.630 -3.720 2.895
H -0.823 -0.760 -0.022
H -2.136 2.646 -2.041
H -0.617 4.275 -3.073
*
```